106
Properties=species:S:1:pos:R:3:lowdin_charge:R:1 method="wB97M-V/def2-TZVPD" orbital_gap_ev=6.73 e_lumo_ev=-0.762 largest_force_ev_per_a=0.98 homo_ev=-7.5 energy_ha=-3765.76585 e_above_lowest_kcal_mol=45.1
Pb 0.1053 -0.3005 0.1389 1.314
C 4.4559 4.6230 2.5313 -0.064
O 3.9497 4.0736 3.7363 -0.059
C 2.9818 3.1415 3.6246 -0.270
C 2.7109 2.3996 4.7948 -0.005
C 1.7899 1.4020 4.7397 -0.020
C 1.0665 1.0855 3.5582 -0.101
C 0.0931 0.0413 3.5459 -0.397
C -0.3063 -0.6702 4.8248 0.008
O -0.5066 -0.3383 2.5148 -0.186
C 1.3313 1.8550 2.3721 -0.331
O 0.7101 1.7092 1.2474 -0.236
C 2.2926 2.8914 2.4708 0.042
H 5.3832 5.1249 2.7958 0.094
H 3.7589 5.3480 2.1008 0.094
H 4.6588 3.8429 1.7931 0.094
H 3.2623 2.6246 5.6972 0.116
H 1.6390 0.8164 5.6332 0.102
H -0.0405 -0.1364 5.7286 0.067
H 0.1716 -1.6527 4.8405 0.088
H -1.3822 -0.8289 4.8121 0.076
H 2.5032 3.4561 1.5755 0.082
N 4.5049 6.1901 -2.2297 0.099
C 4.3399 4.8902 -1.7762 -0.321
C 5.3010 3.9092 -2.0356 -0.025
C 5.1024 2.6082 -1.6133 -0.052
C 3.9384 2.2719 -0.9462 -0.292
C 2.9614 3.2233 -0.7014 -0.093
C 3.1661 4.5289 -1.1057 -0.028
S 3.6691 0.6038 -0.4040 0.618
O 4.6282 -0.2503 -1.0460 -0.289
O 3.6230 0.5913 1.0300 -0.266
N 2.1322 0.2539 -0.9026 -0.178
C 1.8574 0.1941 -2.2242 -0.495
N 2.7485 0.5615 -3.1641 0.147
C 2.3969 0.4131 -4.4266 -0.112
C 1.1598 -0.0813 -4.8212 -0.047
C 0.2850 -0.3802 -3.7957 -0.140
N 0.6044 -0.2404 -2.5141 0.054
H 5.4415 6.4787 -2.4528 0.088
H 3.9604 6.8934 -1.7615 0.087
H 6.2030 4.1765 -2.5738 0.110
H 5.8360 1.8345 -1.7996 0.116
H 2.0440 2.9239 -0.2093 0.074
H 2.4200 5.2896 -0.9015 0.113
H 3.1369 0.7149 -5.1622 0.114
H 0.8909 -0.2151 -5.8574 0.099
H -0.7177 -0.7362 -4.0020 0.079
N -0.5693 2.8751 -1.1946 0.057
H -0.4315 3.8511 -1.4315 0.039
H 0.0469 2.3408 -1.8008 0.003
H -0.2181 2.7436 -0.2463 -0.023
C 0.8710 -2.4646 0.6268 -0.195
C 2.2300 -2.5483 1.1795 -0.329
C 2.4359 -2.4887 2.5612 -0.048
C 3.7086 -2.5730 3.0942 -0.077
C 4.8053 -2.7268 2.2562 -0.084
C 4.6158 -2.7876 0.8843 -0.084
C 3.3422 -2.6938 0.3507 -0.072
H 0.1099 -2.8117 1.3243 0.049
H 0.7630 -2.9407 -0.3476 0.052
H 1.5803 -2.3739 3.2182 0.093
H 3.8507 -2.5121 4.1661 0.101
H 5.8036 -2.7927 2.6689 0.100
H 5.4634 -2.8871 0.2195 0.107
H 3.2091 -2.7232 -0.7243 0.114
C -5.1441 1.9143 1.5887 -0.216
Si -3.2564 2.0809 1.4417 0.386
C -2.9106 3.7601 0.6487 -0.219
C -2.5718 2.0153 3.1975 -0.189
Si -2.6291 0.2371 0.0963 0.459
Si -3.4650 -1.8833 0.8964 0.392
C -5.3635 -1.8205 0.8176 -0.208
C -3.0492 -2.3627 2.6738 -0.204
C -2.8995 -3.3033 -0.2298 -0.208
Si -3.2602 0.3071 -2.2025 0.372
C -2.5611 1.6828 -3.2895 -0.223
C -2.9227 -1.3764 -3.0173 -0.226
C -5.1484 0.5180 -2.2278 -0.215
H -5.5630 2.7757 2.1141 0.033
H -5.4184 1.0222 2.1544 0.011
H -5.6324 1.8520 0.6134 0.016
H -3.5368 4.5306 1.1042 0.032
H -3.1126 3.7384 -0.4232 0.014
H -1.8678 4.0512 0.7803 0.017
H -2.9765 2.8274 3.8050 0.040
H -1.4825 2.0955 3.2004 0.017
H -2.8388 1.0694 3.6752 0.027
H -5.7612 -1.0500 1.4791 0.010
H -5.7781 -2.7787 1.1401 0.036
H -5.7345 -1.6221 -0.1890 0.003
H -3.7000 -1.8442 3.3819 0.033
H -2.0205 -2.0944 2.8934 -0.012
H -3.1666 -3.4373 2.8288 0.035
H -3.5175 -3.3712 -1.1253 0.011
H -2.9728 -4.2560 0.2981 0.035
H -1.8609 -3.1852 -0.5493 0.009
H -1.4723 1.6790 -3.2947 -0.013
H -2.8788 2.6609 -2.9262 0.021
H -2.9134 1.5666 -4.3175 0.036
H -1.9698 -1.8044 -2.6970 0.010
H -2.9068 -1.2898 -4.1064 0.035
H -3.7067 -2.0891 -2.7598 0.018
H -5.4587 1.4635 -1.7770 0.020
H -5.6475 -0.2871 -1.6858 0.000
H -5.5259 0.5045 -3.2534 0.034